Entry 1:
Entry from the Open Molecules 2025 dataset: 5 unconnected molecules or ions with the total composition C25H32F12N3O8 (ωB97M-V/def2-TZVPD).

As for the energy: -79899.908 eV.

Structure (ORCA input):
```
! wB97M-V def2-TZVPD RIJCOSX def2/J DEFGRID3
* xyz 1 1
C -1.77 -1.57 -0.44
H 6.97 3.17 1.77
H -7.17 -3.34 -0.21
C -3.92 -5.92 0.70
F 6.86 -0.90 -0.47
O 5.16 1.62 1.04
C 6.30 9.21 1.31
H 1.38 0.66 -1.45
H -4.81 -4.35 -1.61
H -5.14 -1.26 -3.75
F -6.86 2.30 -6.16
O 7.39 1.37 0.82
C 7.53 1.68 3.24
H -7.27 -5.86 2.59
F -1.54 -2.31 0.65
H -5.61 -6.36 2.62
H -2.42 -8.38 2.45
H -4.88 1.46 -2.36
F -7.43 0.40 -7.03
H -6.34 -0.55 -2.66
C -1.53 -6.49 1.95
H -0.59 -6.70 2.45
F 7.66 5.24 1.30
C -6.39 1.15 -6.65
C 6.13 1.14 0.54
H -4.55 -7.88 1.30
C -5.54 -0.32 -3.37
H 7.07 9.78 0.80
H 6.53 10.18 3.21
H 7.80 2.39 4.02
N -7.38 -5.39 0.04
H 5.32 10.92 2.14
C 5.74 9.98 2.48
H 2.61 1.54 0.56
N -6.40 -6.00 2.10
F -1.74 -2.39 -1.50
F 7.98 6.08 3.27
H 0.86 1.53 0.85
H -0.87 -4.58 1.28
F -5.65 1.42 -7.72
H -8.28 -5.30 0.48
C -1.69 -5.28 1.30
C -2.55 -7.43 1.96
H 6.51 1.33 3.43
H -3.01 -4.05 0.15
C 6.03 0.13 -0.63
O 6.96 7.99 1.74
H -7.37 -4.20 -1.77
H 5.53 8.96 0.58
C 7.64 2.33 1.88
H 2.44 -0.56 -0.74
C 1.74 0.90 0.67
C -0.74 -0.42 -0.61
H 1.88 0.27 1.55
C -5.37 -4.38 -0.68
C -3.75 -7.14 1.33
F 4.79 -0.34 -0.72
O 4.99 6.90 1.87
H 8.65 2.69 1.71
H -3.66 0.73 -3.40
C -2.89 -4.99 0.67
O -1.08 0.68 -0.93
C -5.56 0.39 -5.60
F 6.33 0.74 -1.78
C 1.56 0.06 -0.56
H 4.96 9.41 2.98
C 6.17 6.96 1.97
H -4.05 -0.03 -1.86
N -5.19 -5.65 0.06
C 7.04 5.75 2.38
H 8.19 0.82 3.30
O -6.19 0.39 -4.43
H -5.01 -3.54 -0.09
C -6.92 -4.24 -0.78
O -4.52 -0.15 -5.85
C -6.32 -5.72 0.82
F 6.28 4.79 2.93
F -3.01 -1.08 -0.34
C -4.47 0.51 -2.71
O 0.47 -0.89 -0.40
*
```

=====

Entry 2:
Entry from the Open Molecules 2025 dataset: a molecular structure, C33H43N5P2Ru (ωB97M-V/def2-TZVPD).

Its energy above the lowest of the compared OMol25 structures with the same formula, charge and spin is 0.036 eV.

Structure (ORCA input):
```
! wB97M-V def2-TZVPD RIJCOSX def2/J DEFGRID3
* xyz 2 5
C -3.49 1.77 3.02
N -1.66 0.06 3.15
H -2.10 1.20 -4.78
C -3.53 1.51 -0.78
N -2.49 -2.22 1.24
N -1.87 0.11 -0.07
C 3.77 -1.02 2.42
H -0.49 2.75 1.30
H 0.50 -1.16 -3.85
H -0.10 -0.40 -5.26
H 2.41 0.06 -4.25
C 4.72 -0.47 -0.77
C -4.19 -2.82 2.65
C -0.28 -2.14 -0.54
H -1.90 -1.46 6.09
H -4.35 1.38 2.45
H 3.96 0.05 2.43
C -1.42 1.75 -4.07
H -1.41 3.34 -5.44
C 1.54 0.71 -4.33
H -0.18 2.20 -5.79
C 0.34 3.68 -4.33
C 0.29 -0.16 -4.26
C 5.69 0.50 -1.05
H 1.86 3.78 -2.75
C -3.01 0.16 4.98
H 4.92 -1.95 4.03
H 3.80 -4.26 3.12
C -2.74 0.70 3.69
H 0.95 4.18 -5.09
H -3.89 2.46 3.78
H -0.37 -3.23 -0.36
H 5.55 2.74 -0.97
C 2.84 -2.95 1.64
H 6.72 0.31 -1.35
C -0.27 1.79 0.80
C 3.76 1.54 -0.47
H -2.16 2.28 -3.43
H -1.56 -0.20 -3.08
H 0.67 1.85 0.19
H -0.90 -1.89 -1.42
C -3.20 -3.86 2.65
Ru -0.19 2.00 -2.30
H 2.98 2.24 -0.24
H 1.85 -2.66 -0.84
C 3.64 -3.27 2.72
H 0.81 -1.33 4.50
C -0.77 0.52 -3.41
C -2.19 -3.49 1.80
H -3.84 0.49 5.62
C 1.59 1.70 -3.18
P 1.99 -0.59 0.42
C -2.38 2.29 -0.59
C -0.02 -1.70 3.88
C 5.08 1.77 -0.85
H -1.28 -3.99 1.52
H 4.79 -1.54 -0.81
C -3.73 -1.83 1.81
H -0.14 1.03 1.59
H -4.53 1.89 -1.02
H 2.22 -3.55 0.99
P -1.10 -1.27 0.87
C 4.23 -2.05 3.20
N 3.53 0.16 -0.39
H -2.25 3.36 -0.73
H 1.59 1.21 -5.29
H -0.20 4.53 -3.87
H -0.25 -2.73 4.18
H 0.32 -1.71 2.84
C -3.18 0.18 -0.52
C -0.65 2.72 -4.97
N 2.92 -1.57 1.43
H -4.21 -0.91 1.51
H -2.85 2.34 2.34
H 1.31 -1.26 -1.79
C 1.17 3.08 -3.24
C -1.34 1.42 -0.15
H -5.10 -2.81 3.23
H 2.51 1.57 -2.60
C -1.21 -0.84 4.07
C 1.22 -1.75 -0.80
C -2.04 -0.81 5.22
H -3.81 -0.71 -0.54
H -3.23 -4.77 3.24
*
```

=====

Entry 3:
Entry from the Open Molecules 2025 dataset: a molecular structure, C12H37BN3O3Ti (ωB97M-V/def2-TZVPD).

Its energy above the lowest of the compared OMol25 structures with the same formula, charge and spin is 1.888 eV.

Structure (ORCA input):
```
! wB97M-V def2-TZVPD RIJCOSX def2/J DEFGRID3
* xyz 0 4
H -5.92 -19.77 19.35
H -9.83 -24.50 21.02
H -6.57 -22.96 19.64
H 0.03 -24.04 23.26
H -0.04 -22.61 22.26
C -4.04 -20.05 17.19
H -5.40 -24.81 24.34
N -2.58 -22.51 21.89
H -7.14 -28.15 19.82
B -3.53 -25.48 18.95
C -3.99 -20.51 18.65
H -2.40 -25.42 23.64
H -6.25 -25.84 20.47
O -4.11 -24.71 22.68
H -9.24 -23.69 19.52
C -7.65 -24.17 20.91
H -0.74 -22.47 23.79
H -2.95 -20.31 18.89
C -1.94 -23.72 22.37
H -5.21 -22.04 18.22
H -4.55 -26.30 23.91
H -5.44 -17.74 21.42
H -2.96 -24.58 18.76
C -9.12 -23.79 20.60
H -8.55 -27.54 18.92
H -4.83 -20.03 20.65
H -3.71 -19.01 17.11
H -8.80 -28.42 20.41
H -6.42 -17.46 19.95
C -0.61 -23.19 22.99
H -2.98 -23.87 24.23
H -5.13 -16.38 20.40
Ti -4.23 -23.74 20.53
C -4.87 -19.65 19.63
C -5.42 -17.44 20.37
C -8.14 -27.72 19.91
H -6.92 -22.25 21.02
H -7.33 -25.48 19.11
C -2.83 -24.47 23.33
H -3.29 -26.34 18.35
H -5.98 -25.65 23.00
N -4.31 -21.93 18.65
H -1.69 -24.33 21.50
N -6.68 -23.15 20.63
H -9.47 -22.81 20.92
H -3.72 -22.46 18.02
H -5.10 -20.02 16.94
H -3.39 -25.75 19.99
H -7.56 -24.32 21.99
H -2.79 -22.05 22.77
O -8.11 -26.49 20.63
C -5.04 -25.42 23.51
H -4.55 -25.24 18.73
H -1.78 -21.93 21.65
C -7.25 -25.51 20.20
H -3.54 -20.68 16.46
O -4.52 -18.27 19.62
*
```